(1)
Entry from the OMol25 dataset: a molecular structure, C20H35N2OS5SbSi2Tl (ωB97M-V with the def2-TZVPD basis set).

total charge: -1

Geometry as XYZ:
```
67
C20H35N2OS5SbSi2Tl (ωB97M-V with the def2-TZVPD basis set)
Tl -0.28583 0.02562 -1.35285
N 2.86568 -1.83279 -0.70995
C 2.84129 -2.04126 0.62887
C 3.16235 -3.24876 1.21829
C 3.17778 -3.38825 2.61662
C 2.88584 -2.34439 3.45007
C 2.52282 -1.09864 2.88398
C 2.17065 0.03240 3.65715
C 1.78377 1.18223 3.03879
C 1.70853 1.20880 1.62746
N 2.02633 0.18520 0.87755
C 2.47111 -0.94677 1.48482
H 2.92060 -2.60426 -1.34888
H 2.59696 -0.94141 -1.09166
H 3.42236 -4.09176 0.58946
H 3.43694 -4.35372 3.03374
H 2.90818 -2.45640 4.52618
H 2.20338 -0.03931 4.73805
H 1.50176 2.06082 3.60338
H 1.34567 2.08552 1.10197
S -1.49767 -1.38116 -5.81436
Sb -0.68506 0.42098 -4.74726
S -2.09944 1.00770 -2.88873
S 1.16191 -0.32123 -3.28622
S -0.02125 2.26451 -5.89860
C -3.13054 -3.27735 -0.34100
Si -1.34646 -2.83904 0.04092
C -0.30211 -3.54731 -1.35559
C -0.84650 -3.71581 1.63085
C -1.08796 -1.00053 0.38228
Si -2.39170 0.08514 1.19134
C -2.00629 1.91495 1.01562
C -2.37875 -0.31299 3.03360
C -4.12552 -0.14022 0.51609
H -3.16867 -4.33513 -0.61271
H -3.51633 -2.70468 -1.18662
H -3.79585 -3.12452 0.50856
H -0.88164 -4.30200 -1.89130
H 0.58392 -4.03708 -0.94247
H 0.04216 -2.83462 -2.10813
H -0.97937 -4.79723 1.54475
H -1.43150 -3.37084 2.48597
H 0.20766 -3.52490 1.85015
H -0.26285 -0.99290 1.10541
H -1.00062 2.16548 1.35778
H -2.72011 2.48666 1.61481
H -2.08975 2.24927 -0.02126
H -1.40137 -0.08359 3.46573
H -2.57815 -1.37144 3.21435
H -3.13217 0.26764 3.57116
H -4.14168 -0.06766 -0.57346
H -4.75513 0.66147 0.91098
H -4.57381 -1.09051 0.80295
O 0.61781 2.29227 -1.09572
S 0.50657 2.81822 -2.53398
C 2.04467 3.75413 -2.79067
C 1.73011 5.25090 -2.69864
C 0.45524 5.38482 -1.86579
C -0.47566 4.31813 -2.42224
H 2.44801 3.44726 -3.75388
H 2.70140 3.40070 -1.99608
H 1.54460 5.63857 -3.70263
H 2.57042 5.80774 -2.28054
H 0.01884 6.38354 -1.92001
H 0.66550 5.16483 -0.81534
H -0.79210 4.52944 -3.44654
H -1.34899 4.06551 -1.82655
```

=====

(2)
Entry from the OMol25 dataset: 5 unconnected molecules or ions with the total composition C20H35N5 (ωB97M-V with the def2-TZVPD basis set).

SMILES string: CCCC#N.CCCC#N.CCCC#N.CCCC#N.CCCC#N
total charge: 0

Geometry as XYZ:
```
60
C20H35N5 (ωB97M-V with the def2-TZVPD basis set)
C 4.81407 8.03455 2.81307
C 3.50672 8.12206 1.98514
C 3.36399 6.92635 1.04404
C 2.09446 6.82125 0.30106
N 1.14143 6.79317 -0.34573
H 5.02131 8.81209 3.54832
H 5.66729 7.83610 2.16444
H 4.82941 7.17816 3.48721
H 3.55419 9.12079 1.55114
H 2.63462 8.10762 2.63884
H 3.46112 6.03262 1.66039
H 4.18139 7.01079 0.32792
C 2.11625 -3.33606 -0.17654
C 1.08499 -2.27130 -0.43669
C 1.55146 -1.16582 -1.40268
C 2.45199 -0.24100 -0.71494
N 3.22202 0.47958 -0.20690
H 2.59834 -3.62914 -1.10917
H 1.68962 -4.22282 0.29223
H 2.87693 -3.00626 0.53105
H 0.86399 -1.87856 0.55579
H 0.21084 -2.72780 -0.90098
H 0.74994 -0.47689 -1.66922
H 2.08271 -1.47099 -2.30420
C 1.72395 1.38770 -8.04863
C 0.94639 2.20511 -9.10101
C 0.05393 3.25742 -8.43336
C -0.98749 2.62905 -7.61561
N -1.83098 2.12097 -7.00095
H 0.95812 0.75738 -7.59661
H 2.18807 2.02019 -7.29191
H 2.48308 0.66835 -8.35580
H 0.38647 1.48836 -9.70175
H 1.68575 2.68528 -9.74201
H -0.38757 3.94214 -9.15746
H 0.60263 3.81736 -7.67606
C -0.85948 -3.40939 6.49549
C -1.09196 -3.83100 8.01859
C 0.23378 -3.93039 8.86613
C 0.99668 -5.13509 8.58606
N 1.63323 -6.06573 8.41505
H 0.04413 -2.80288 6.43434
H -1.75794 -2.96318 6.06916
H -0.58723 -4.24209 5.84695
H -1.65305 -4.76371 8.07626
H -1.62375 -2.94078 8.35447
H -0.05512 -3.71087 9.89397
H 0.94195 -3.14436 8.60390
C -6.57971 -3.28614 -1.72905
C -6.00111 -3.20818 -0.24724
C -5.44797 -4.52758 0.34290
C -4.51933 -5.19512 -0.49707
N -3.79953 -5.74069 -1.22816
H -5.83863 -3.54215 -2.48626
H -6.95015 -2.28723 -1.95939
H -7.35139 -4.04509 -1.85790
H -6.79839 -3.02968 0.47428
H -5.23003 -2.44123 -0.17435
H -6.25715 -5.24931 0.45437
H -5.03941 -4.33617 1.33514
```

=====

(3)
Entry from the OMol25 dataset: 4 unconnected molecules or ions with the total composition C20H35NO13 (ωB97M-V with the def2-TZVPD basis set).

SMILES string: C=C[C@@H]1OC(=O)O[C@@H]1CCCCNC(C)=O.COC(=O)OC.COC(=O)OC.COC(=O)OC
total charge: 0

Geometry as XYZ:
```
69
C20H35NO13 (ωB97M-V with the def2-TZVPD basis set)
C -1.17793 1.71980 2.06367
C -0.97745 1.10520 0.90360
C -1.84541 1.25356 -0.30679
O -1.21878 1.15221 -1.59110
C -2.10471 1.59626 -2.54604
O -2.00269 1.42368 -3.65898
O -3.09206 2.27328 -1.88418
C -2.65277 2.53996 -0.54261
C -1.70552 3.76982 -0.42454
C -1.81913 4.75059 -1.60321
C -0.80099 5.93123 -1.57376
C 0.62750 5.57002 -1.10242
N 1.41286 4.88668 -2.13949
C 1.59866 3.47644 -1.94436
C 2.00380 2.83970 -0.61177
O 1.47692 2.76672 -2.87123
H -1.07499 1.20389 3.01824
H -1.41596 2.78595 2.10812
H -0.08956 0.46743 0.80705
H -2.54022 0.39268 -0.28955
H -3.59294 2.62608 0.00921
H -1.90268 4.29163 0.51875
H -0.69412 3.35094 -0.45990
H -1.76091 4.26992 -2.58688
H -2.82358 5.20436 -1.55934
H -1.23921 6.75357 -0.99031
H -0.72103 6.30681 -2.60382
H 0.60440 5.06116 -0.13007
H 1.12425 6.53664 -0.91415
H 2.28223 5.36232 -2.34339
H 1.32026 3.04943 0.22197
H 1.99985 1.75379 -0.75249
H 3.01206 3.11786 -0.27442
C 1.52588 -5.19774 1.08735
O 0.65856 -4.90763 -0.00976
C 0.66311 -3.62784 -0.39295
O 1.31494 -2.74032 0.09776
O -0.18054 -3.48849 -1.41583
C -0.25524 -2.14985 -1.91420
H 1.43144 -6.25976 1.29975
H 2.56116 -4.98217 0.82640
H 1.22958 -4.63462 1.97170
H 0.71381 -1.82192 -2.28652
H -0.61669 -1.47379 -1.14105
H -0.96333 -2.14545 -2.73906
C 5.44744 3.54117 4.22621
O 4.99627 2.86411 3.05294
C 4.53020 1.63072 3.27590
O 4.46822 1.08155 4.34532
O 4.14551 1.11680 2.10528
C 3.61955 -0.21034 2.18782
H 5.79844 4.52253 3.91645
H 4.63064 3.66768 4.93582
H 6.27367 3.00207 4.68791
H 2.72905 -0.23262 2.81506
H 4.37162 -0.90064 2.56739
H 3.34396 -0.51435 1.18068
C -4.42165 -9.26654 -1.08832
O -4.37255 -8.10073 -0.26664
C -3.55365 -7.14470 -0.71932
O -2.89004 -7.20033 -1.72189
O -3.60265 -6.12049 0.13526
C -2.76901 -5.01477 -0.22289
H -5.11379 -9.96178 -0.61933
H -4.79039 -9.02099 -2.08352
H -3.44034 -9.73555 -1.15035
H -3.07296 -4.59931 -1.18296
H -1.72390 -5.31159 -0.24911
H -2.89645 -4.25195 0.54289
```

=====

The following calculated total energy values (in eV) correspond, in order, to the records above: -107504.9993; -28755.5957; -49413.2088.